# 1
This record from the OMol25 dataset describes a structure of composition C11H8CuN4O2S2. The level of theory is wB97M-V/def2-TZVPD.

Element x y z (Å)
Cu: 0.54189 -2.03806 2.86007
S: 2.13493 -2.27983 1.35462
C: 1.06612 -2.53549 -0.01250
C: 1.71911 -2.73957 -1.27274
N: 2.26738 -2.91318 -2.27126
C: -0.29550 -2.56532 0.05113
S: -1.25129 -2.33219 1.48233
C: -1.03734 -2.80837 -1.15639
N: -1.63227 -3.00721 -2.12220
O: 2.71871 0.92116 1.78734
C: 1.50310 1.61236 1.66144
N: 1.43301 2.68261 2.63382
C: 0.83299 2.71939 3.85364
O: 0.77599 3.74797 4.50909
C: 0.20550 1.45674 4.35916
C: -1.00641 1.51310 5.02722
C: -1.60113 0.33216 5.43615
C: -0.98715 -0.86723 5.12162
N: 0.19762 -0.93439 4.50657
C: 0.80360 0.21814 4.18525
H: 2.59323 -0.01229 1.50909
H: 0.64647 0.94488 1.78311
H: 1.42843 2.07631 0.67389
H: 1.87551 3.55611 2.39316
H: -1.46925 2.47476 5.20676
H: -2.55204 0.33192 5.95009
H: -1.46359 -1.81573 5.33342
H: 1.78542 0.13628 3.73835

Output
Total charge ... -1
Maximum force ... 0.3 eV/A
Multiplicity ... 1
ΔE to the lowest compared entry with this formula, charge and spin ... 0.0 kcal per mole
HOMO energy ... -4.26 eV

---

# 2
This record from the OMol25 dataset describes a structure of composition ClH6O3Zn at a distorted geometry. The level of theory is wB97M-V/def2-TZVPD.

Element x y z (Å)
Zn: 0.23562 1.28536 -1.52914
Cl: 0.13849 0.37606 0.09540
O: 0.78643 -1.38312 1.80247
H: 0.36127 -1.97684 1.18361
H: 0.84017 -0.54881 1.33633
O: -0.61989 2.39486 -0.86814
H: -1.12073 3.17218 -1.11548
H: -0.93716 2.17350 0.00740
O: -0.12748 -2.09100 -0.12859
H: -0.35812 -1.21725 -0.44416
H: 0.80142 -2.18495 -0.33969

Output
Total charge ... +1
Maximum force ... 15.3 eV/A
Multiplicity ... 1
ΔE to the lowest compared entry with this formula, charge and spin ... 130.9 kcal per mole
HOMO energy ... -13.30 eV

---

# 3
This record from the OMol25 dataset describes an isolated molecule of C4H7NO2. The level of theory is wB97M-V/def2-TZVPD.

Element x y z (Å)
O: 1.73216 -0.81713 0.32733
C: 0.40876 -0.87531 -0.18176
C: 0.19313 0.16586 -1.27885
N: -0.02632 1.51215 -0.76434
C: -0.65601 1.60203 0.33013
O: -1.10019 0.62287 1.14171
C: -0.62451 -0.71630 0.93775
H: 1.93097 0.10841 0.52435
H: 0.30890 -1.88264 -0.59759
H: -0.66416 -0.10728 -1.90832
H: 1.07739 0.17770 -1.92508
H: -0.92578 2.57453 0.73957
H: -1.50461 -1.34621 0.77666
H: -0.14974 -1.01867 1.87844

Output
SMILES ... O[C@@H]1CN=COC1
Total charge ... 0
Maximum force ... 0.5 eV/A
Multiplicity ... 1
ΔE to the lowest compared entry with this formula, charge and spin ... 35.4 kcal per mole
HOMO energy ... -9.77 eV

---

# 4
This record from the OMol25 dataset describes a structure of composition F2HNO4S2 at a distorted geometry. The level of theory is wB97M-V/def2-TZVPD.

Element x y z (Å)
N: 0.49639 -0.93060 0.46121
O: 2.29091 -0.85953 -1.25838
O: 0.26142 0.72529 -1.53509
O: -0.44696 -1.14823 -2.86928
O: 1.17328 0.58732 -3.73283
F: 1.90867 1.29130 0.11681
F: -1.08332 1.13807 -3.37981
S: 1.27563 -0.15974 -0.56400
S: 0.10871 0.12560 -2.99682
H: -0.14487 -0.41557 0.86990

Output
Total charge ... 0
Maximum force ... 6.3 eV/A
Multiplicity ... 1
ΔE to the lowest compared entry with this formula, charge and spin ... 2.2 kcal per mole
HOMO energy ... -12.08 eV

---

# 5
This record from the OMol25 dataset describes a cluster of 6 separate species, C32H43F2N6O7 in total at a distorted geometry. The level of theory is wB97M-V/def2-TZVPD.

Element x y z (Å)
O: 1.12136 -2.96308 2.54137
N: 1.25180 -2.37238 1.45507
O: 0.07873 -2.35913 0.79901
C: -0.73403 -1.17678 1.12262
C: -2.10498 -1.01960 0.49094
C: -2.69282 -2.20585 -0.52941
O: -3.94863 -2.67986 -0.30317
O: -1.92604 -2.71457 -1.68132
C: -2.98615 0.35709 0.84533
O: -4.31718 0.34834 1.04523
C: -2.07328 1.75087 0.98510
C: -2.61597 3.21113 0.47565
C: -3.72925 3.74962 1.59752
O: -5.04679 3.63388 1.37250
F: -3.17647 4.40997 2.83530
C: -0.72895 1.58552 1.60115
C: 0.37711 2.77444 1.82325
C: 1.76804 2.28362 1.08081
C: 2.44486 3.40669 0.09657
F: 3.11182 2.66118 -1.03129
C: -0.28094 0.06107 2.12384
O: 0.35441 -0.07691 3.29050
H: -3.18337 3.13571 -0.57197
H: -1.79236 4.02973 0.33320
H: 0.02349 3.84933 1.52546
H: 0.62623 2.79552 2.98961
H: 1.51740 1.34263 0.39213
H: 2.50591 1.86279 1.91249
H: 1.62809 4.09065 -0.39390
H: 3.28875 3.98856 0.66627
C: -5.82606 -5.02726 0.30117
C: -5.77228 -5.82445 1.60058
C: -5.45305 -7.30408 1.37812
C: -6.52854 -7.93656 0.50988
N: -7.42082 -8.46120 -0.21025
H: -6.62196 -5.38472 -0.35974
H: -6.02824 -3.97216 0.51093
H: -4.87425 -5.09174 -0.23838
H: -6.73462 -5.72520 2.11754
H: -5.00914 -5.38786 2.25413
H: -5.41224 -7.82814 2.33873
H: -4.48028 -7.41835 0.88745
C: 6.15585 8.00176 1.90109
C: 5.74558 7.37868 0.57057
C: 4.32585 6.80897 0.59297
C: 4.22687 5.71804 1.64681
N: 4.14486 4.81296 2.52095
H: 6.16848 7.26154 2.70729
H: 7.16470 8.42036 1.82947
H: 5.47065 8.80896 2.18420
H: 6.46013 6.58680 0.31455
H: 5.81358 8.13985 -0.21437
H: 4.07486 6.38711 -0.38586
H: 3.59877 7.59635 0.81985
C: -2.93578 -2.86154 -7.10460
C: -1.97620 -3.19310 -5.96613
C: -2.46329 -2.68103 -4.60920
C: -2.60155 -1.16786 -4.65088
N: -2.71609 0.08741 -4.68547
H: -3.04391 -1.78084 -7.24036
H: -2.56155 -3.27101 -8.04822
H: -3.92835 -3.28706 -6.91763
H: -0.99305 -2.76368 -6.19464
H: -1.84863 -4.27990 -5.91388
H: -1.74911 -2.95534 -3.82576
H: -3.43230 -3.12469 -4.35572
C: 0.06316 -3.79657 6.75086
C: 0.87471 -4.65713 5.78770
C: 0.99986 -6.11040 6.24926
C: 1.70264 -6.16274 7.59606
N: 2.28577 -6.20610 8.71325
H: 0.53823 -3.73339 7.73491
H: -0.02384 -2.77532 6.36668
H: -0.94770 -4.19970 6.88072
H: 1.87246 -4.21611 5.67279
H: 0.39713 -4.63439 4.80203
H: 1.57731 -6.68784 5.51974
H: 0.01045 -6.57167 6.34079
C: 4.90202 4.49164 -5.92248
C: 4.77026 3.11988 -5.26844
C: 3.31685 2.66043 -5.13714
C: 2.54354 3.64356 -4.27344
N: 1.90213 4.45908 -3.55683
H: 4.41899 5.27196 -5.32598
H: 5.95716 4.76556 -6.02130
H: 4.45358 4.49421 -6.92254
H: 5.24095 3.15251 -4.27820
H: 5.32493 2.38707 -5.86464
H: 3.27678 1.66801 -4.67608
H: 2.84299 2.59627 -6.12275

Output
Total charge ... -1
Maximum force ... 10.1 eV/A
Multiplicity ... 1
HOMO energy ... -5.64 eV

---

# 6
This record from the OMol25 dataset describes a cluster of 2 separate species, C12H20N4O7S2 in total at a distorted geometry. The level of theory is wB97M-V/def2-TZVPD.

Element x y z (Å)
C: -2.88742 -0.16932 -1.30191
C: -1.43443 0.22388 -1.64304
C: -1.12563 -0.04207 -3.13122
O: 0.02209 -0.92465 -3.31138
C: 1.23178 -0.34145 -3.54605
O: 2.05906 -0.95477 -4.14837
C: 1.59315 1.06056 -3.02004
S: 3.39080 1.05236 -2.59657
N: 3.38874 1.00239 -0.87649
N: 3.49638 2.06041 -0.15894
N: 3.47915 1.70702 1.09932
C: 3.35918 0.39264 1.12382
N: 3.28707 -0.08965 -0.10640
C: 3.13748 -1.44968 -0.58528
C: 1.69661 -1.88568 -0.32008
O: 0.94001 -1.24782 0.34074
O: 1.31696 -3.03149 -0.91537
O: -1.28327 1.61710 -1.35037
C: -0.63236 1.83478 -0.16419
O: 0.37933 2.46718 -0.20219
C: -1.16666 1.32414 1.15007
S: -1.05730 2.61208 2.43217
H: -3.48281 0.71442 -1.51387
H: -3.23312 -1.02040 -1.88114
H: -2.95164 -0.39754 -0.24377
H: -0.73545 -0.40218 -1.09599
H: -1.06589 0.87620 -3.71196
H: -1.97457 -0.58826 -3.52593
H: 1.46169 1.84336 -3.75860
H: 1.08530 1.32134 -2.09684
H: 3.29584 -0.22669 1.99993
H: 3.26729 -1.50064 -1.66319
H: 3.79849 -2.12800 -0.05558
H: 0.48104 -2.83716 -1.36001
H: -0.61352 0.47341 1.53694
H: -2.21525 1.05825 1.09000
H: -1.05818 3.74355 1.68094
C: -2.54162 -1.75981 4.54968
C: -2.25284 -0.24855 4.39865
O: -1.11296 -0.04856 3.70102
H: -1.73455 -2.26389 5.08624
H: -3.47116 -1.92382 5.11896
H: -2.66513 -2.23811 3.57390
H: -2.27810 0.15437 5.44205
H: -3.19358 0.18074 3.96034

Output
Total charge ... 0
Maximum force ... 1.7 eV/A
Multiplicity ... 1
ΔE to the lowest compared entry with this formula, charge and spin ... 0.0 kcal per mole
HOMO energy ... -5.02 eV